{
  "formula": "C54H43AsO4P2Sn",
  "method": "ωB97M-V with the def2-TZVPD basis set",
  "elements": ["C", "C", "Sn", "C", "C", "C", "H", "H", "C", "H", "H", "H", "H", "P", "C", "C", "H", "O", "C", "H", "C", "As", "C", "C", "H", "C", "C", "C", "H", "C", "C", "C", "H", "C", "H", "H", "H", "C", "H", "C", "C", "H", "C", "H", "C", "H", "H", "C", "C", "C", "H", "H", "H", "H", "C", "H", "C", "C", "C", "C", "C", "H", "C", "H", "C", "C", "C", "H", "H", "H", "H", "C", "C", "C", "H", "C", "C", "C", "H", "C", "P", "C", "H", "C", "C", "C", "C", "H", "H", "C", "H", "C", "H", "C", "H", "C", "H", "O", "H", "H", "O", "O", "H", "C", "H"],
  "coordinates": [[-0.085856, -2.010990, 4.355504], [-1.842366, -2.847781, -3.263079], [0.298137, 0.311250, -0.074699], [-2.232094, 2.349396, 4.557380], [-3.303002, -3.761667, -4.943397], [4.792602, 0.819717, -2.354596], [-0.488194, -1.332868, 5.091527], [1.662938, -2.058629, 1.435818], [-0.330918, 1.405734, 3.421721], [1.510725, -1.745565, -6.574451], [-0.847468, -2.619679, -2.892540], [4.573520, 0.930093, -3.406741], [-3.164792, -6.119423, 3.070555], [0.743406, 0.179262, 2.674905], [-0.172589, -3.378640, 4.560942], [4.373354, 2.075497, 2.625849], [0.303303, -5.332666, 3.827193], [2.990599, 1.180418, 0.820001], [-3.139258, -5.293810, 2.375185], [-1.164802, -3.771423, -5.074729], [-4.023877, -4.236896, 2.527603], [-2.840621, -1.759002, -0.723063], [1.814207, 0.470056, -3.443156], [1.582607, -1.129949, -5.689499], [2.068928, 0.334418, 5.176816], [-3.828584, -0.087910, -0.727143], [-4.740250, 0.316287, 0.231686], [-3.417043, 0.783923, -1.731860], [4.164241, 1.391899, 5.937598], [-4.412922, -3.419554, -4.183479], [1.254544, 1.001378, -4.610412], [-0.979635, 3.826744, 3.135653], [-0.817539, 4.777514, 2.650953], [3.262140, 1.371233, 2.170241], [3.640617, 3.944806, -1.755327], [7.262425, -0.073944, -0.245272], [-0.676563, -3.749413, 5.439685], [0.312006, 3.476075, -2.369075], [-3.436613, -4.235778, -5.904634], [-3.065465, -3.156330, 0.617103], [2.393452, 0.810789, 3.110259], [-5.175800, 3.507415, -0.797477], [-0.064843, 4.791109, -2.541366], [6.839456, 0.286910, -2.655002], [0.385535, -4.270897, 3.658521], [0.894175, 3.125914, 3.515589], [-1.500453, -4.228235, -0.393312], [2.721445, 0.820372, 4.466260], [4.054397, 0.959934, -0.036492], [-2.232886, -5.295472, 1.326133], [-5.096673, -0.371320, 0.987574], [-4.701257, -2.353522, 1.776097], [-1.573083, -6.136876, 1.181982], [-2.735708, 0.426615, -2.501863], [6.053858, 0.452981, -1.934125], [-1.094019, 5.039060, -2.750496], [2.610555, 4.190331, -1.969488], [1.655631, 3.178047, -2.106044], [2.117756, -1.663329, -4.518366], [1.061821, -3.800588, 2.539920], [0.566163, -1.539230, 3.219673], [-0.421403, 2.673071, -2.403488], [1.155143, 0.192891, -5.729332], [2.626049, -1.278963, -2.472197], [-4.790978, 2.499188, -0.778576], [-5.219650, 1.619368, 0.200889], [-2.954384, -2.513003, -2.500998], [2.463502, -2.686012, -4.495402], [1.517676, -4.491614, 1.848992], [-3.055541, 2.217274, 5.247539], [-5.406178, -3.647443, -4.538806], [4.685169, 2.095636, 3.975976], [3.793099, 1.089016, -1.410020], [-2.011495, 3.620159, 3.995916], [5.003295, 2.599262, 1.921547], [-4.242260, -2.785427, -2.965636], [5.311156, 0.520481, 0.363146], [0.029567, 2.766694, 2.908954], [0.582450, 6.834650, -2.540369], [0.886173, 5.803834, -2.431489], [2.137576, 1.464138, -1.987496], [-3.892905, 2.082157, -1.749176], [-5.105735, -2.509223, -2.369567], [1.139619, -2.442233, 2.316876], [-2.021130, -3.482574, -4.482858], [2.212723, -0.875093, -3.391370], [2.215976, 5.501403, -2.160577], [0.956774, 2.039976, -4.650145], [-1.739373, 0.267346, 4.571423], [-3.987986, -3.158782, 1.652971], [-5.936376, 1.940492, 0.939869], [-2.191668, -4.228821, 0.445423], [0.759038, 0.602498, -6.645508], [3.887408, 1.427392, 4.894773], [2.948288, 6.292380, -2.099994], [6.297450, 0.275648, -0.577675], [5.522472, 0.343406, 1.405633], [0.600283, 2.684945, 1.624744], [-3.588369, 2.759410, -2.531597], [5.569417, 2.618620, 4.308408], [-0.366262, 2.305876, 0.662479], [-1.247154, -1.199252, -0.449250], [-2.698381, 4.418880, 4.226508], [-1.449411, 1.245033, 4.212123], [-4.753031, -4.256476, 3.322593]],
  "forces_ev_per_a": [[0.1, 0.1, -0.1], [0.2, 0.1, 0.3], [-1.4, 0.5, 0.9], [0.1, 0.8, -0.2], [0.1, 0.1, 0.0], [0.0, 0.0, -0.1], [-0.1, 0.0, 0.1], [-0.1, -0.2, 0.1], [-1.1, 0.4, 0.2], [0.0, 0.0, -0.1], [0.0, -0.1, -0.1], [0.0, 0.0, -0.1], [-0.1, -0.1, 0.0], [0.9, -1.2, -0.5], [-0.1, -0.1, 0.1], [-0.3, 0.1, -0.3], [0.0, -0.1, 0.1], [0.1, 0.2, 0.0], [0.0, 0.1, 0.0], [0.1, 0.0, 0.0], [0.0, 0.1, 0.0], [-0.8, -0.1, -0.2], [0.0, 0.3, 0.5], [0.0, 0.2, 0.1], [-0.1, 0.0, 0.1], [0.2, -0.6, 0.1], [-0.1, -0.1, 0.2], [0.3, -0.1, -0.1], [0.0, 0.1, 0.1], [0.1, 0.0, 0.0], [0.1, 0.1, 0.1], [0.1, -0.4, -0.1], [0.0, 0.2, -0.1], [0.2, 0.0, 0.7], [0.1, 0.0, 0.0], [0.1, 0.0, 0.0], [0.0, 0.0, 0.1], [-0.1, -0.1, 0.0], [0.0, -0.1, 0.0], [0.1, 0.4, -0.4], [-0.4, -0.2, -0.4], [0.0, 0.1, 0.0], [0.0, -0.1, 0.0], [0.0, 0.0, -0.1], [0.0, 0.2, 0.0], [-0.1, -0.1, 0.2], [0.0, -0.1, 0.1], [0.2, 0.1, -0.1], [0.4, -0.2, -0.3], [0.1, 0.0, -0.1], [0.0, 0.1, 0.0], [0.0, 0.0, 0.0], [0.1, -0.1, 0.0], [-0.1, 0.1, 0.0], [0.0, 0.0, -0.1], [-0.1, 0.0, 0.0], [0.1, -0.1, 0.0], [-0.1, -0.9, 0.4], [-0.1, 0.0, 0.1], [0.0, 0.0, 0.0], [-0.1, 0.4, -0.3], [0.0, 0.1, -0.1], [-0.1, 0.0, -0.1], [0.0, -0.1, -0.1], [-0.1, 0.1, 0.1], [0.0, -0.1, 0.0], [-0.1, 0.1, 0.3], [0.0, -0.1, 0.0], [0.0, -0.1, -0.1], [-0.1, 0.0, 0.0], [-0.1, 0.0, 0.0], [-0.1, -0.1, 0.0], [-0.9, 0.2, 0.5], [-0.3, 0.2, 0.2], [0.1, 0.0, 0.0], [0.0, 0.1, 0.4], [-0.3, -0.1, 0.2], [-0.3, -0.3, -0.1], [0.0, 0.1, -0.1], [0.1, -0.1, 0.0], [0.1, -0.3, -0.8], [0.0, -0.1, -0.1], [-0.1, -0.1, -0.1], [0.0, 0.3, -0.2], [-0.1, 0.0, 0.0], [0.1, 0.0, 0.1], [0.1, 0.1, 0.0], [0.0, 0.0, -0.1], [0.0, 0.0, 0.0], [-0.2, 0.2, 0.0], [-0.1, 0.0, 0.1], [0.1, 0.1, -0.3], [-0.1, 0.0, -0.1], [0.0, 0.0, 0.1], [0.0, 0.1, 0.0], [-0.2, 0.0, -0.1], [0.0, 0.0, 0.0], [0.7, 0.3, 0.1], [0.0, 0.1, -0.1], [0.1, 0.1, 0.0], [-0.6, -1.3, -0.6], [2.7, 1.6, 0.4], [-0.1, 0.1, 0.0], [1.2, -0.9, -0.5], [-0.1, 0.0, 0.1]],
  "charge": 4,
  "energy_ha": -5515.7379,
  "orbital_gap_ev": 4.5393,
  "e_homo_ev": -17.67,
  "e_above_lowest_kj_mol": 354.1
}